Entry 1:
Molecular formula: C6H10O2
Method: DFT, ωB97M-V/def2-TZVPD

Computed properties:
Lowest unoccupied orbital energy (spin up / spin down) in eV: 0.18 / 0.18
Frontier orbital gap (spin up / spin down) in eV: 7.973 / 7.972
Energy relative to the best compared isomer or geometry (same formula, charge and spin) in eV: 4.244
HOMO (spin up / spin down) in eV: -7.796 / -7.795

Geometry (Å):
C (0.60, 1.34, 0.72)
C (0.95, 0.09, -0.02)
C (1.28, -1.13, 0.69)
C (1.95, 0.04, -0.97)
O (0.84, -2.24, 0.21)
H (1.69, -1.11, 1.70)
H (1.15, 1.40, 1.67)
H (0.85, 2.22, 0.13)
H (-0.46, 1.35, 0.95)
H (2.48, 0.94, -1.25)
H (2.18, -0.87, -1.51)
C (-1.88, -0.54, -0.23)
C (-2.68, 0.52, -0.35)
O (-0.74, -0.71, -0.91)
H (-0.01, -1.88, -0.48)
H (-2.13, -1.32, 0.49)
H (-3.58, 0.60, 0.25)
H (-2.46, 1.31, -1.06)

***

Entry 2:
Molecular formula: C6H10O2
Method: DFT, ωB97M-V/def2-TZVPD

Computed properties:
Lowest unoccupied orbital energy in eV: 0.82
Frontier orbital gap in eV: 9.924
Energy relative to the best compared isomer or geometry (same formula, charge and spin) in eV: 2.088
HOMO in eV: -9.099

Geometry (Å):
O (-0.45, -2.46, 1.73)
C (0.17, -2.16, 0.75)
O (0.39, -3.26, -0.11)
C (0.74, -0.93, 0.06)
C (-0.35, -0.25, -0.84)
C (-0.37, 1.18, -0.13)
C (-0.96, 1.37, 1.07)
C (0.37, 2.28, -0.64)
H (-0.17, -4.07, 0.12)
H (1.20, -0.32, 0.78)
H (1.56, -1.27, -0.71)
H (-0.18, -0.20, -1.89)
H (-1.22, -0.76, -0.71)
H (-1.22, 2.30, 1.64)
H (-1.47, 0.47, 1.56)
H (1.50, 2.17, -0.93)
H (0.05, 2.75, -1.70)
H (0.40, 3.18, -0.06)

***

Entry 3:
Molecular formula: C6H10O2
Method: DFT, ωB97M-V/def2-TZVPD

Computed properties:
Lowest unoccupied orbital energy in eV: 0.79
Frontier orbital gap in eV: 8.978
Energy relative to the best compared isomer or geometry (same formula, charge and spin) in eV: 2.423
HOMO in eV: -8.184

Geometry (Å):
C (-0.91, -2.01, -0.13)
C (-0.89, -0.69, -0.86)
C (0.10, 0.26, -0.12)
C (1.25, 0.66, -0.72)
C (1.30, 1.52, 1.38)
C (-0.14, 1.09, 1.03)
H (-1.78, -2.73, -0.43)
H (0.10, -2.41, -0.25)
H (-1.10, -1.89, 0.99)
H (-1.83, -0.18, -0.90)
H (-1.14, -0.97, -2.83)
H (1.70, 0.63, -1.67)
H (1.61, 2.61, 1.85)
H (1.62, 0.68, 2.10)
H (-0.93, 1.92, 0.67)
H (-0.58, 0.66, 1.98)
O (-0.39, -0.68, -2.20)
O (2.01, 1.53, 0.10)

***

Entry 4:
Molecular formula: C6H10O2
Method: DFT, ωB97M-V/def2-TZVPD

Computed properties:
Lowest unoccupied orbital energy in eV: 0.36
Frontier orbital gap in eV: 9.307
Energy relative to the best compared isomer or geometry (same formula, charge and spin) in eV: 9.532
HOMO in eV: -8.942

Geometry (Å):
C (-0.79, 0.64, 1.60)
C (0.36, 0.71, 0.54)
C (2.00, 0.00, -0.51)
C (0.89, -0.23, -1.62)
C (-0.50, -0.66, -1.43)
C (-1.68, -0.32, 0.73)
H (-0.54, 0.08, 2.64)
H (-1.58, 1.57, 2.08)
H (0.10, -0.34, 0.26)
H (-0.06, 1.60, -0.15)
H (3.24, 0.36, -1.20)
H (2.31, -1.23, -0.15)
H (1.43, -0.44, -2.69)
H (-0.99, -0.96, -2.42)
H (-1.45, -1.25, 1.28)
H (-2.74, -0.02, 1.03)
O (1.68, 0.74, 0.71)
O (-1.70, -0.23, -0.70)

***

Entry 5:
Molecular formula: C6H10OS
Method: DFT, ωB97M-V/def2-TZVPD

Computed properties:
Lowest unoccupied orbital energy in eV: -0.68
Frontier orbital gap in eV: 7.952
Energy relative to the best compared isomer or geometry (same formula, charge and spin) in eV: 1.960
HOMO in eV: -8.635

Geometry (Å):
C (3.45, -0.28, 0.59)
C (2.44, -0.30, -0.54)
C (1.11, -0.91, -0.19)
C (-0.08, -0.22, -0.15)
C (-0.32, 2.02, 0.34)
C (-1.32, -0.95, 0.15)
H (3.55, -1.29, 1.01)
H (3.16, 0.38, 1.41)
H (4.46, 0.08, 0.29)
H (2.81, -0.84, -1.43)
H (2.22, 0.77, -0.83)
H (1.06, -1.93, 0.13)
H (-0.18, 3.01, -0.19)
H (-1.33, 1.99, 0.80)
H (0.49, 1.97, 1.11)
H (-1.16, -1.95, 0.51)
O (-0.11, 1.04, -0.68)
S (-2.87, -0.42, 0.09)

***

Entry 6:
Molecular formula: C6H10S
Method: DFT, ωB97M-V/def2-TZVPD

Computed properties:
Lowest unoccupied orbital energy in eV: 1.11
Frontier orbital gap in eV: 9.800
Energy relative to the best compared isomer or geometry (same formula, charge and spin) in eV: 1.829
HOMO in eV: -8.689

Geometry (Å):
C (-1.12, 0.72, -0.28)
C (-1.11, -0.75, 0.32)
C (0.21, -1.56, -0.01)
C (1.23, -0.56, -0.43)
C (1.20, 0.60, 0.48)
C (0.19, 1.63, 0.00)
H (-1.24, 0.57, -1.35)
H (-2.05, 1.18, 0.09)
H (-1.25, -0.70, 1.42)
H (-2.00, -1.23, -0.13)
H (-0.04, -2.24, -0.83)
H (0.54, -2.19, 0.81)
H (1.12, -0.36, -1.46)
H (1.00, 0.33, 1.51)
H (-0.05, 2.37, 0.77)
H (0.51, 2.17, -0.91)
S (2.85, 0.00, 0.01)